1.
# C4H10N3S

A gas-phase ion, C4H10N3S (charge +1) at a distorted geometry (ωB97M-V/def2-TZVPD, OMol25).

## Properties
- net charge = +1
- E_HOMO (eV) = -13.18
- orbital gap (Eh) = 0.3529
- calculated total energy (eV) = -19607.909
- lowest unoccupied orbital energy (Ha) = -0.131

Each line ends with the natural charge from an NBO analysis.
Positions of all 18 atoms, in Å:
C1 -1.51 -0.33 -0.17  0.3283
C2 0.82 -0.32 -0.11  0.1191
C3 1.19 -1.02 1.14  -0.6301
C4 0.99 2.11 -0.68  -0.4402
N1 0.50 1.18 0.28  -0.5598
N2 -0.40 -0.89 -0.66  -0.5916
N3 -2.70 -0.92 -0.11  -0.7543
S1 -1.17 1.21 0.60  0.5752
H1 1.68 -0.42 -0.87  0.2391
H2 0.29 -0.93 1.82  0.2137
H3 2.01 -0.55 1.60  0.2526
H4 1.33 -2.15 1.00  0.2272
H5 0.82 3.20 -0.43  0.2418
H6 2.07 2.06 -0.87  0.2386
H7 0.44 1.85 -1.64  0.1791
H8 -0.18 -1.91 -0.90  0.4502
H9 -2.96 -1.91 -0.50  0.4756
H10 -3.22 -0.27 0.49  0.4354


2.
# C4H10N4

2 unconnected molecules or ions with the total composition C4H10N4 at a distorted geometry (ωB97M-V/def2-TZVPD, OMol25).

## Properties
- E_HOMO (eV) = -8.22
- orbital gap (Eh) = 0.3311
- structure (SMILES) = [H]/N=C/N(C)C.N=C=N
- calculated total energy (eV) = -10268.393
- lowest unoccupied orbital energy (Ha) = 0.029

Each line ends with the natural charge from an NBO analysis.
Positions of all 18 atoms, in Å:
H1 0.24 2.93 -0.12  0.3408
N1 0.58 2.12 -0.45  -0.7662
C1 0.51 1.14 0.33  0.3064
N2 1.11 -0.06 0.19  -0.4393
C2 0.50 -1.12 1.03  -0.3988
C3 1.95 -0.26 -1.00  -0.4322
H2 -0.08 1.30 1.29  0.1442
H3 -0.52 -0.79 1.12  0.2140
H4 0.75 -2.00 0.41  0.2015
H5 1.02 -1.15 1.92  0.1920
H6 1.95 0.75 -1.50  0.2583
H7 3.05 -0.55 -0.76  0.1895
H8 1.49 -0.98 -1.63  0.1867
N3 -3.43 -0.21 -0.99  -0.7368
C4 -3.10 0.37 0.02  0.6845
N4 -2.64 1.01 0.95  -0.7847
H9 -3.57 -1.17 -1.17  0.4131
H10 -3.00 1.82 1.49  0.4270


3.
# C4H10N4

2 unconnected molecules or ions with the total composition C4H10N4 at a distorted geometry (ωB97M-V/def2-TZVPD, OMol25).

## Properties
- E_HOMO (eV) = -8.55
- orbital gap (Eh) = 0.3412
- structure (SMILES) = [H]/N=N/N=C.C=NCC
- calculated total energy (eV) = -10266.247
- lowest unoccupied orbital energy (Ha) = 0.027

Each line ends with the natural charge from an NBO analysis.
Positions of all 18 atoms, in Å:
H1 -2.97 -0.83 -1.44  0.3290
N1 -2.14 -0.75 -0.85  -0.4823
N2 -1.28 -1.57 -1.24  0.0668
N3 -0.25 -1.96 -0.74  -0.1408
C1 1.00 -2.13 -0.88  -0.1404
H2 1.60 -1.45 -1.46  0.1941
H3 1.46 -2.95 -0.36  0.1844
C2 -0.15 1.57 -1.03  -0.0360
N4 0.80 0.97 -0.48  -0.4228
C3 1.02 1.15 0.94  -0.2500
C4 -0.05 0.46 1.79  -0.6162
H4 -0.31 1.44 -2.09  0.1671
H5 -0.85 2.24 -0.51  0.1399
H6 1.05 2.21 1.19  0.1813
H7 2.00 0.71 1.16  0.1913
H8 0.09 0.74 2.83  0.2086
H9 0.02 -0.62 1.71  0.2094
H10 -1.04 0.76 1.47  0.2166


4.
# C4H10N4

C4H10N4 in the gas phase at a distorted geometry (ωB97M-V/def2-TZVPD, OMol25).

## Properties
- E_HOMO (spin up / spin down) (eV) = -7.53 / -7.53
- orbital gap (spin up / spin down) (Eh) = 0.3008 / 0.3008
- structure (SMILES) = [H]/N=N\N(C)[C@@H](N)C=C
- calculated total energy (eV) = -10263.280
- lowest unoccupied orbital energy (spin up / spin down) (Ha) = 0.024 / 0.024

Each line ends with the natural charge from an NBO analysis.
Positions of all 18 atoms, in Å:
H1 -2.89 0.08 -1.51  0.2824
N1 -2.42 0.80 -0.95  -0.3143
N2 -1.33 0.38 -0.51  0.0077
N3 -0.78 -0.80 0.08  -0.3641
C1 -1.31 -0.97 1.42  -0.4224
C2 0.55 -0.68 -0.42  0.1197
N4 0.88 -0.31 -1.74  -0.8755
C3 0.96 0.58 0.59  -0.1832
C4 1.76 1.63 0.36  -0.4167
H2 -0.85 -0.32 2.16  0.1894
H3 -2.35 -0.65 1.50  0.2305
H4 -1.30 -2.02 1.73  0.2162
H5 1.09 -1.61 -0.18  0.2073
H6 1.13 0.62 -2.08  0.3884
H7 1.45 -0.78 -2.43  0.3890
H8 1.09 0.11 1.56  0.1645
H9 1.74 2.17 -0.58  0.1784
H10 2.60 1.80 1.02  0.2028


5.
# C4H10N4

C4H10N4 in the gas phase at a distorted geometry (ωB97M-V/def2-TZVPD, OMol25).

## Properties
- E_HOMO (eV) = -7.05
- orbital gap (Eh) = 0.2924
- calculated total energy (eV) = -10264.056
- lowest unoccupied orbital energy (Ha) = 0.034

Each line ends with the natural charge from an NBO analysis.
Positions of all 18 atoms, in Å:
C1 -0.49 -0.92 -0.91  -0.1516
C2 0.69 -0.78 -0.42  0.0267
C3 2.05 -1.06 -0.24  -0.6807
C4 -2.61 -0.47 0.27  -0.4215
N1 -0.80 1.25 -0.29  -0.2756
N2 -1.52 0.06 -0.60  -0.2923
N3 0.17 1.04 0.69  -0.0716
N4 1.12 1.98 0.55  -0.6565
H1 -0.94 -1.72 -1.50  0.2056
H2 2.68 -0.05 -0.10  0.1871
H3 2.54 -1.51 -1.06  0.2276
H4 2.06 -1.65 0.67  0.2400
H5 -3.58 0.09 0.04  0.2007
H6 -2.87 -1.49 0.14  0.2136
H7 -2.40 -0.31 1.35  0.1998
H8 -0.31 1.59 -1.13  0.3247
H9 1.48 2.37 -0.37  0.3408
H10 1.91 1.77 1.22  0.3832


6.
# C4H10N4

A molecular structure, C4H10N4 at a distorted geometry (ωB97M-V/def2-TZVPD, OMol25).

## Properties
- E_HOMO (eV) = -8.35
- orbital gap (Eh) = 0.3404
- calculated total energy (eV) = -10261.617
- lowest unoccupied orbital energy (Ha) = 0.034

Each line ends with the natural charge from an NBO analysis.
Positions of all 18 atoms, in Å:
C1 1.84 -0.43 -2.17  -0.6354
C2 1.66 0.73 -1.07  -0.1225
C3 0.59 1.70 -1.25  -0.3369
C4 -0.96 -0.37 1.07  0.2468
H1 0.84 -1.24 -2.63  0.2572
H2 2.66 -1.23 -1.35  0.2138
H3 2.38 0.16 -3.19  0.2075
H4 2.71 0.90 -0.45  0.2189
H5 0.33 1.93 -2.35  0.2331
H6 0.68 2.25 -0.26  0.2433
H7 -1.49 -1.09 0.51  0.1729
H8 -1.47 0.59 2.98  0.3871
H9 -3.54 -0.84 2.41  0.3305
H10 -2.60 -2.22 2.35  0.3617
N1 0.35 0.31 -0.54  -0.3013
N2 -0.02 0.56 0.76  -0.3502
N3 -1.40 -0.49 2.45  -0.4446
N4 -2.55 -1.21 2.72  -0.6817